Molecular formula: F2H2S2Si
Method: DFT, ωB97M-V/def2-TZVPD

Results
Orbital gap   9.2 eV
Energy above the lowest of the compared OMol25 structures with the same formula, charge and spin   233.5 kJ/mol
M   132.232 g/mol
SMILES string   F[Si](=S)S.F
DFT total energy   -35018.13574 eV

Last column: natural (NBO) charge in e.
CARTESIAN COORDINATES (ANGSTROEM)
F (-1.022035, 0.442563, -2.403353)  -0.56
F (0.457404, -2.271619, 1.129814)  -0.64
Si (1.097113, -0.968758, 0.415813)  1.50
S (2.562886, -1.107708, -0.848415)  -0.64
S (0.253756, 0.652576, 1.576741)  -0.43
H (-0.594409, -0.388415, -2.468292)  0.56
H (0.073458, 1.692708, 0.679250)  0.21

Force components x, y, z for each atom (eV/Å):
F 0.3148 -0.6270 0.0786
F 0.2760 0.9753 -0.3968
Si -0.1058 0.0415 0.8135
S -0.5935 0.1769 0.0720
S -0.1652 -0.1091 -0.7870
H -0.2362 0.6053 -0.0783
H 0.5099 -1.0629 0.2980


Molecular formula: C48H56N13SScSe
Method: DFT, ωB97M-V/def2-TZVPD

Results
Orbital gap   5.5 eV
Energy above the lowest of the compared OMol25 structures with the same formula, charge and spin   88.6 kJ/mol
M   971.050 g/mol
DFT total energy   -166939.81656 eV

Last column: Mulliken charge in e.
CARTESIAN COORDINATES (ANGSTROEM)
Sc (0.172730, 0.676544, 0.883075)  -0.08
C (3.098299, -2.091261, 1.781741)  -1.39
N (1.861854, -1.719882, 2.440002)  1.55
C (1.199587, -2.912856, 2.963828)  -1.21
C (2.025123, -0.761672, 3.483297)  0.07
C (3.211734, -0.629250, 4.185124)  -0.26
C (3.320175, 0.265828, 5.243582)  -1.13
C (2.219053, 1.017669, 5.607848)  -1.39
C (1.028340, 0.896110, 4.902156)  -0.78
C (0.908699, 0.029012, 3.814519)  -0.86
N (-0.213627, -0.042494, 2.970876)  2.77
C (-1.477369, 0.000850, 3.498446)  0.75
C (-1.800904, -0.002770, 4.869813)  -1.22
C (-3.100577, 0.171347, 5.317490)  -0.93
C (-4.142342, 0.322248, 4.417231)  -1.23
C (-3.871454, 0.159502, 3.061733)  -0.31
C (-2.578197, -0.055290, 2.601945)  -0.32
N (-2.301451, -0.479882, 1.237356)  1.98
C (-1.875319, -1.900495, 1.228101)  -0.78
C (-3.488341, -0.417193, 0.388016)  -1.31
H (3.728210, -2.736265, 2.416446)  0.38
H (3.640336, -1.188033, 1.502040)  0.37
H (2.843614, -2.622077, 0.875437)  0.10
H (0.919836, -3.569474, 2.135801)  0.22
H (0.306480, -2.632496, 3.518296)  0.24
H (1.861931, -3.469509, 3.642805)  0.35
H (4.068797, -1.228165, 3.908540)  0.37
H (4.254097, 0.357865, 5.782865)  0.41
H (2.281284, 1.711998, 6.437515)  0.43
H (0.190740, 1.524758, 5.170043)  1.04
H (-1.008980, -0.129242, 5.592874)  0.70
H (-3.295401, 0.185030, 6.383153)  0.42
H (-5.153620, 0.511264, 4.751734)  0.48
H (-4.699278, 0.185581, 2.367369)  0.40
H (-2.625821, -2.528320, 1.722055)  0.48
H (-0.930537, -2.007647, 1.742140)  -0.68
H (-1.764150, -2.231728, 0.189937)  0.32
H (-4.235459, -1.157087, 0.701149)  0.74
H (-3.203381, -0.639939, -0.642998)  -0.75
H (-3.947289, 0.565189, 0.428986)  0.46
Se (-5.051845, 6.319638, 3.355221)  0.21
N (-3.448425, 5.790156, 3.916933)  -0.88
C (-3.007836, 4.929765, 3.041396)  0.83
C (-1.698935, 4.283427, 3.120016)  0.88
C (-0.756279, 4.602563, 4.099466)  -1.03
C (0.483115, 4.013309, 4.037726)  -1.10
C (0.743584, 3.080778, 3.031133)  -0.59
N (-0.169895, 2.731163, 2.137411)  0.93
C (-1.355631, 3.348786, 2.153868)  -0.60
C (-2.247085, 3.055268, 1.020095)  -0.83
N (-1.795475, 2.181050, 0.110571)  1.83
C (-2.519610, 1.994734, -0.984725)  0.25
C (-3.725973, 2.642168, -1.231809)  -0.90
C (-4.213829, 3.506573, -0.278038)  -1.07
C (-3.458743, 3.725575, 0.871777)  0.56
C (-3.878705, 4.659416, 1.918821)  0.57
N (-5.011498, 5.304169, 1.893698)  -0.87
H (-1.014102, 5.326280, 4.861663)  0.55
H (1.257610, 4.244918, 4.755281)  0.50
H (1.711117, 2.607941, 2.909951)  0.55
H (-2.121972, 1.293225, -1.707908)  -0.47
H (-4.264150, 2.436042, -2.146609)  0.64
H (-5.151391, 4.033004, -0.402208)  0.55
C (3.716759, -0.676348, -2.433494)  -0.26
N (3.599375, -2.102660, -2.175783)  0.66
C (4.837823, -2.832720, -2.042494)  -1.28
C (2.317748, -2.666445, -2.310234)  -0.87
N (1.392803, -2.080698, -1.630909)  0.11
C (0.079844, -2.524075, -1.566384)  0.23
C (-0.218504, -3.761996, -1.039808)  -0.50
C (-1.520742, -4.283614, -1.091203)  -1.71
C (-2.507145, -3.595950, -1.737192)  -0.87
C (-2.247559, -2.313954, -2.284640)  1.44
C (-3.240380, -1.667430, -3.066990)  -1.14
C (-2.963657, -0.477242, -3.670296)  -1.08
C (-1.748147, 0.183514, -3.403010)  -0.12
C (-0.797887, -0.346202, -2.557533)  -0.78
N (0.194076, 0.498557, -2.016004)  2.43
C (0.960983, 1.200901, -2.819776)  -1.65
N (1.320093, 0.788825, -4.087496)  1.15
C (1.246462, -0.583402, -4.511561)  -1.16
C (1.407101, 1.733060, -5.186531)  -1.32
N (1.509367, 2.399718, -2.489355)  0.56
C (0.870672, 3.351115, -1.615499)  -1.34
C (2.923195, 2.666108, -2.711469)  -1.02
C (-0.977804, -1.700370, -2.093454)  -0.06
N (2.112202, -3.688017, -3.231446)  0.55
C (3.195342, -4.415105, -3.875922)  -1.18
C (0.840260, -3.900197, -3.913467)  -1.12
H (4.592770, -0.296286, -1.908496)  0.50
H (2.859624, -0.153829, -2.015416)  -0.44
H (3.825437, -0.449660, -3.505518)  0.02
H (5.385894, -2.992137, -2.978593)  0.35
H (4.670852, -3.793741, -1.559380)  0.40
H (5.484988, -2.259297, -1.374024)  0.29
H (0.591184, -4.353147, -0.628820)  0.68
H (-1.724106, -5.255850, -0.659447)  0.38
H (-3.495797, -4.021465, -1.859265)  0.44
H (-4.199545, -2.153370, -3.196667)  0.48
H (-3.697776, -0.004775, -4.312082)  0.40
H (-1.593799, 1.190089, -3.780007)  0.48
H (1.238051, -1.221420, -3.637955)  0.06
H (2.126340, -0.825275, -5.115417)  0.42
H (0.348936, -0.775955, -5.112092)  0.48
H (1.319836, 2.750864, -4.822190)  0.43
H (0.598555, 1.542433, -5.902316)  0.31
H (2.358058, 1.630644, -5.716590)  0.32
H (-0.176890, 3.115124, -1.543270)  0.22
H (0.978985, 4.347847, -2.056554)  0.40
H (1.320150, 3.332930, -0.617792)  0.18
H (3.360958, 1.892174, -3.335856)  0.30
H (3.430596, 2.667784, -1.743326)  0.25
H (3.052778, 3.637067, -3.200525)  0.33
H (3.909140, -4.815106, -3.168251)  0.42
H (3.728034, -3.809991, -4.616291)  0.30
H (2.753074, -5.264875, -4.393714)  0.43
H (0.111104, -3.140850, -3.668254)  0.49
H (0.404613, -4.872155, -3.668187)  0.33
H (1.018230, -3.858669, -4.991825)  0.54
S (2.385963, 1.467863, 0.643942)  -0.80

Force components x, y, z for each atom (eV/Å):
Sc 1.1153 1.0227 0.0726
C 0.1020 0.1905 0.0245
N 0.0262 -0.0365 0.0363
C -0.0822 0.0426 -0.1312
C -0.0153 -0.0302 0.0887
C 0.0124 0.0530 0.0734
C 0.0032 -0.0304 -0.0212
C -0.0300 0.0114 0.0168
C 0.0626 0.0575 0.0045
C -0.0682 -0.0476 0.0000
N 0.1567 0.0962 -0.2724
C -0.0461 -0.1435 -0.0173
C -0.0062 0.1009 0.0354
C -0.0102 -0.0259 -0.0577
C 0.0381 0.0174 -0.0269
C 0.0463 0.0532 -0.0111
C -0.0543 -0.2202 -0.0839
N 0.0505 -0.0214 0.0906
C -0.0346 0.0863 -0.1945
C 0.0959 0.0193 -0.1468
H 0.0282 0.0146 -0.0978
H -0.0166 -0.0073 -0.0252
H 0.0019 -0.2487 -0.3340
H -0.0145 -0.0023 0.0106
H -0.0840 0.0196 -0.0304
H 0.0165 -0.0122 0.0117
H -0.0126 0.0178 0.0049
H 0.0052 0.0084 -0.0098
H -0.0067 0.0031 -0.0012
H 0.0326 -0.0402 0.0144
H -0.0540 0.0024 0.0022
H 0.0167 0.0328 0.0011
H 0.0032 -0.0253 0.0027
H 0.0026 -0.0513 0.0172
H -0.0323 -0.0140 0.0021
H 0.1999 -0.0276 0.1261
H -0.0961 0.2434 0.5372
H -0.0224 -0.0302 -0.0092
H -0.0581 0.0705 0.1560
H -0.0232 0.0284 0.0068
Se -0.1773 0.1736 0.0939
N 0.0271 -0.0629 -0.0272
C 0.1530 -0.0944 -0.0646
C -0.1625 0.1968 0.1114
C 0.0164 0.0390 0.0024
C -0.0264 0.0332 -0.0444
C 0.0644 0.1339 0.0076
N 0.1159 -0.2246 -0.1442
C -0.1415 -0.1463 -0.1255
C 0.1031 -0.0248 0.1660
N 0.2147 -0.0723 -0.0093
C 0.1514 0.0577 -0.1222
C 0.0198 0.0118 0.0630
C -0.0083 0.0590 -0.0404
C -0.2173 0.1357 0.1147
C 0.1273 -0.1307 -0.1263
N 0.0268 -0.0641 0.0173
H 0.0206 -0.0075 0.0064
H 0.0025 0.0081 0.0003
H -0.0191 -0.0247 -0.0036
H -0.1568 0.2634 0.3521
H -0.0032 0.0202 -0.0112
H -0.0005 -0.0166 0.0060
C 0.0319 -0.0436 0.2852
N -0.0711 -0.2370 -0.3486
C -0.0510 0.0505 0.1934
C -0.0468 0.1374 0.1268
N 0.0277 -0.2581 0.1574
C 0.0664 0.2736 -0.0930
C 0.0318 -0.1048 0.1085
C 0.0993 -0.0328 -0.0704
C -0.0324 -0.0117 -0.1191
C 0.0238 -0.0885 -0.1268
C 0.0152 0.0182 -0.0291
C 0.0081 -0.0519 -0.0131
C -0.0088 -0.0970 -0.2433
C 0.1421 -0.0142 0.0687
N -0.0750 0.0791 0.0259
C -0.0124 -0.0487 -0.0767
N -0.2305 0.0913 -0.1795
C -0.0736 -0.0811 -0.0960
C 0.0177 -0.0245 0.0398
N 0.1088 -0.1987 0.0201
C 0.1081 0.1917 0.1314
C -0.0551 0.0054 -0.0486
C -0.0899 -0.0529 -0.0436
N 0.1851 -0.0218 0.2612
C -0.0258 0.1103 -0.0748
C -0.0098 -0.0148 -0.0015
H 0.0287 0.0123 0.0122
H 0.0089 -0.0235 0.0406
H 0.0199 -0.0275 0.0821
H -0.0122 -0.0189 -0.0403
H -0.0099 -0.0307 -0.0036
H 0.0121 -0.0208 -0.0227
H -0.0011 0.0153 0.0016
H 0.0068 -0.0011 -0.0127
H 0.0038 0.0145 0.0174
H 0.0138 -0.0057 -0.0190
H 0.0131 0.0035 0.0033
H 0.0092 -0.0307 -0.0142
H -0.0390 0.0697 -0.1623
H 0.0150 0.0018 -0.0092
H 0.0186 -0.0269 0.0042
H -0.0070 0.0228 0.0124
H 0.0121 -0.0087 -0.0019
H 0.0162 -0.0045 0.0132
H -0.3393 -0.0387 0.0737
H -0.0162 0.0134 -0.0307
H -0.0776 0.0167 -0.0734
H 0.0029 0.0285 -0.0087
H 0.0008 0.0276 0.0138
H 0.0032 -0.0220 0.0060
H 0.0507 -0.0264 0.0546
H 0.0122 0.0388 0.0055
H 0.0148 0.0114 -0.0048
H 0.0233 -0.0275 -0.1281
H 0.0188 -0.0057 0.0146
H -0.0031 -0.0089 -0.0067
S -1.2618 -0.9639 0.2422


Molecular formula: C3H2N2O
Method: DFT, ωB97M-V/def2-TZVPD

Results
Orbital gap (alpha / beta)   7.4 / 7.4 eV
Energy above the lowest of the compared OMol25 structures with the same formula, charge and spin   274.5 kJ/mol
M   82.062 g/mol
DFT total energy   -8166.86802 eV

Last column: natural (NBO) charge in e.
CARTESIAN COORDINATES (ANGSTROEM)
C (-1.563900, -0.873888, -0.094458)  0.40
C (0.641978, 1.271336, 0.138395)  0.84
C (0.784228, -0.135568, -0.099123)  -0.36
N (-2.596346, -1.046863, 0.407707)  -0.44
N (-0.417193, -0.550861, -0.628730)  -0.63
O (0.236427, 2.332680, 0.021187)  -0.31
H (1.641100, -0.344094, -0.633176)  0.27
H (1.273706, -0.652743, 0.888196)  0.23

Force components x, y, z for each atom (eV/Å):
C 0.8940 0.9938 1.2720
C -0.9299 2.7585 -0.6910
C -0.8512 -3.1504 4.1049
N -0.2612 -0.3475 -0.1817
N 0.3306 -0.0149 -1.7345
O 0.5769 -1.5131 0.5347
H 1.7669 0.1575 -2.1894
H -1.5259 1.1161 -1.1148